Record 1
Computed, not measured: a 2-piece molecular cluster, C50H54N5 overall in a non-equilibrium geometry, with the ωB97M-V functional and the def2-TZVPD basis.

Total charge   +1
HOMO level   -9.11 eV
Gap between HOMO and LUMO   5.65 eV
E_LUMO   -3.5 eV
E   -60168.2490 eV

Element x y z (Å)
1 C 3.0717 2.8291 4.4078
2 C 2.6247 2.9974 2.9648
3 C 3.1090 4.3215 2.4168
4 N 1.1549 3.0567 2.8820
5 N 0.6013 4.2252 3.2014
6 N -0.7258 3.9889 3.2391
7 C -1.5563 5.2184 3.3452
8 C -1.2714 6.1050 2.1515
9 C -1.1422 5.9111 4.6231
10 C -1.0096 2.6783 2.9757
11 C -2.4402 2.1463 3.1193
12 C -2.4729 0.6163 3.0705
13 C -3.2585 2.6955 1.9475
14 C -3.0565 2.5665 4.4669
15 C 0.2182 2.0330 2.6841
16 C 0.6026 0.7646 2.1951
17 H 4.1666 2.7854 4.4577
18 H 2.7394 3.6799 5.0185
19 H 2.6645 1.9150 4.8478
20 H 2.9689 2.1613 2.3526
21 H 4.1985 4.4069 2.4709
22 H 2.8050 4.4376 1.3734
23 H 2.6631 5.1379 2.9951
24 H -2.5979 4.9057 3.3627
25 H -1.7749 7.0685 2.2945
26 H -0.1920 6.2887 2.0733
27 H -1.6371 5.6589 1.2208
28 H -1.6535 6.8782 4.6892
29 H -1.4079 5.3207 5.5055
30 H -0.0600 6.0891 4.6116
31 H -1.8784 0.1895 3.8886
32 H -3.5103 0.2681 3.1823
33 H -2.0959 0.2349 2.1147
34 H -3.2860 3.7934 1.9630
35 H -2.8202 2.3728 0.9924
36 H -4.2907 2.3243 2.0082
37 H -3.1012 3.6539 4.5962
38 H -4.0862 2.1838 4.5176
39 H -2.4818 2.1481 5.3047
40 H -0.1391 -0.0227 2.0890
41 H 1.6283 0.5134 2.4867
42 C -1.7610 3.0053 -7.5312
43 C -1.7567 3.9360 -6.4883
44 C -2.0217 3.5234 -5.1833
45 C -2.2924 2.1690 -4.9131
46 N -2.6088 1.7778 -3.5702
47 C -3.9877 1.6011 -3.2229
48 C -4.6148 0.3813 -3.5016
49 C -5.9597 0.1990 -3.1752
50 C -6.6762 1.2323 -2.5621
51 C -6.0481 2.4497 -2.2840
52 C -4.7080 2.6413 -2.6217
53 C -1.6188 1.3125 -2.6857
54 C -1.4438 1.9298 -1.4314
55 C -0.5389 1.4230 -0.5208
56 C 0.1672 0.2227 -0.7683
57 C 1.1463 -0.2571 0.1689
58 C 1.6723 -1.6065 0.0850
59 C 3.0420 -1.8831 0.3500
60 C 3.5725 -3.1530 0.1907
61 C 2.7323 -4.2531 -0.0968
62 N 3.2364 -5.5433 -0.1368
63 C 2.3689 -6.6819 0.0057
64 C 1.9601 -7.4071 -1.1208
65 C 1.0811 -8.4857 -0.9709
66 C 0.6675 -8.8817 0.3033
67 C 1.1298 -8.2004 1.4323
68 C 1.9711 -7.0943 1.2877
69 C 4.6098 -5.8195 -0.4546
70 C 5.5113 -6.1831 0.5583
71 C 6.8371 -6.4879 0.2373
72 C 7.2539 -6.4916 -1.0958
73 C 6.3456 -6.1794 -2.1115
74 C 5.0282 -5.8320 -1.7937
75 C 1.3619 -4.0104 -0.3329
76 C 0.8474 -2.7153 -0.2634
77 C -0.0104 -0.3846 -2.0476
78 C -0.8403 0.1850 -2.9998
79 C -2.3236 1.2450 -5.9590
80 C -2.0463 1.6616 -7.2675
81 H -1.5490 3.3248 -8.5502
82 H -1.5453 4.9842 -6.6873
83 H -2.0327 4.2319 -4.3526
84 H -4.0278 -0.4110 -3.9739
85 H -6.4381 -0.7512 -3.4008
86 H -7.7235 1.0866 -2.3065
87 H -6.5986 3.2543 -1.8039
88 H -4.1986 3.5872 -2.4257
89 H -2.0388 2.8304 -1.2250
90 H -0.3348 1.9808 0.3953
91 H 1.8630 0.5136 0.5070
92 H 3.7109 -1.0450 0.5697
93 H 4.6487 -3.3311 0.3088
94 H 2.3188 -7.0985 -2.1048
95 H 0.7264 -9.0083 -1.8532
96 H -0.0077 -9.7283 0.4186
97 H 0.8384 -8.5181 2.4299
98 H 2.3419 -6.5393 2.1532
99 H 5.1590 -6.2075 1.5908
100 H 7.5381 -6.7225 1.0325
101 H 8.2838 -6.7429 -1.3443
102 H 6.6543 -6.1991 -3.1537
103 H 4.3057 -5.5792 -2.5747
104 H 0.7103 -4.8512 -0.6025
105 H -0.1932 -2.5431 -0.5533
106 H 0.5873 -1.2610 -2.3113
107 H -0.9340 -0.2811 -3.9884
108 H -2.5642 0.2023 -5.7391
109 H -2.0562 0.9305 -8.0703

Results of the Löwdin charge analysis, in e, for atoms 1 through 99:
1 C -0.0376
2 C -0.3600
3 C -0.0592
4 N -0.0157
5 N 0.1547
6 N 0.0129
7 C -0.3685
8 C -0.0370
9 C -0.0433
10 C -0.0635
11 C -0.5186
12 C -0.0460
13 C -0.0225
14 C -0.0281
15 C -0.1774
16 C -0.0215
17 H 0.0927
18 H 0.0897
19 H 0.0835
20 H 0.1363
21 H 0.0927
22 H 0.0882
23 H 0.0756
24 H 0.1068
25 H 0.0949
26 H 0.0851
27 H 0.0824
28 H 0.0941
29 H 0.0861
30 H 0.0833
31 H 0.1002
32 H 0.0994
33 H 0.0775
34 H 0.0728
35 H 0.0720
36 H 0.1015
37 H 0.0638
38 H 0.0995
39 H 0.1009
40 H 0.0620
41 H 0.0693
42 C -0.0835
43 C -0.0788
44 C -0.0086
45 C -0.2135
46 N -0.0442
47 C -0.2142
48 C -0.0106
49 C -0.0729
50 C -0.0846
51 C -0.0804
52 C -0.0191
53 C -0.1931
54 C 0.0024
55 C -0.0254
56 C -0.2052
57 C -0.0170
58 C -0.2169
59 C -0.0075
60 C 0.0071
61 C -0.1821
62 N -0.0061
63 C -0.2328
64 C -0.0114
65 C -0.0679
66 C -0.0793
67 C -0.0710
68 C -0.0091
69 C -0.2308
70 C -0.0094
71 C -0.0705
72 C -0.0783
73 C -0.0689
74 C -0.0132
75 C 0.0150
76 C -0.0148
77 C -0.0105
78 C 0.0145
79 C -0.0242
80 C -0.0710
81 H 0.1050
82 H 0.1045
83 H 0.1135
84 H 0.1120
85 H 0.1050
86 H 0.1040
87 H 0.1023
88 H 0.1108
89 H 0.1123
90 H 0.0923
91 H 0.1056
92 H 0.1201
93 H 0.1218
94 H 0.1158
95 H 0.1059
96 H 0.1070
97 H 0.1062
98 H 0.1203
99 H 0.1189

Record 2
Computed, not measured: C50H55N7O6 as an isolated structure in a non-equilibrium geometry, with the ωB97M-V functional and the def2-TZVPD basis.

HOMO level   -8.14 eV
Gap between HOMO and LUMO   8.55 eV
E_LUMO   0.4 eV
E   -75449.2829 eV

Element x y z (Å)
1 C -3.2857 -0.1388 2.2620
2 C -4.3024 0.4814 1.3540
3 C -5.6646 0.2241 1.4372
4 C -6.5612 0.7802 0.5321
5 C -6.1597 1.6373 -0.4963
6 C -7.1836 2.2070 -1.4793
7 C -6.8102 3.5727 -2.0658
8 C -8.5479 2.3688 -0.7553
9 C -4.7859 1.8850 -0.5617
10 O -4.2401 2.6816 -1.5748
11 C -3.7824 1.9414 -2.6990
12 C -2.2705 2.0313 -2.7628
13 O -1.5691 0.7890 -2.5514
14 C -0.4050 1.1001 -1.9393
15 O 0.3224 0.3163 -1.4434
16 O -0.2226 2.4375 -1.9684
17 C -1.5895 2.9233 -1.7639
18 C -1.7335 4.4300 -1.8707
19 O -2.1596 4.9793 -0.6483
20 O -1.0070 4.9217 0.1894
21 C -3.8902 1.3328 0.3386
22 H -3.6353 -1.0777 2.6768
23 H -2.4178 -0.3829 1.6496
24 H -2.9214 0.5409 3.0269
25 H -6.0325 -0.4312 2.2152
26 H -7.5934 0.5003 0.6555
27 H -7.3533 1.4582 -2.2525
28 H -6.1928 3.4366 -2.9501
29 H -6.2421 4.1873 -1.3802
30 H -7.7047 4.0717 -2.4201
31 H -9.1741 3.0943 -1.2603
32 H -9.0574 1.4221 -0.6271
33 H -8.3480 2.7791 0.2327
34 H -4.1789 2.4148 -3.5930
35 H -4.1176 0.9105 -2.6518
36 H -1.9315 2.4030 -3.7332
37 H -1.7645 2.6928 -0.7161
38 H -2.5047 4.6947 -2.5853
39 H -0.7755 4.8814 -2.1240
40 H -1.3932 4.8703 1.0732
41 H -2.8351 1.5375 0.2613
42 N -1.2304 1.8183 4.2058
43 C -1.1226 3.1222 4.4593
44 C 0.0631 3.7371 4.8306
45 C 1.2015 2.9540 4.9479
46 C 1.1081 1.5970 4.6883
47 C -0.1263 1.0807 4.3206
48 H -2.0377 3.6970 4.3589
49 H 0.0920 4.8009 5.0238
50 H 2.1471 3.3950 5.2368
51 H 1.9718 0.9511 4.7662
52 H -0.2411 0.0237 4.1022
53 N 0.9966 -1.5950 3.4178
54 C 0.9085 -1.3132 2.1184
55 C 1.5364 -0.2297 1.5198
56 C 2.2950 0.6107 2.3190
57 C 2.3955 0.3367 3.6744
58 C 1.7317 -0.7757 4.1692
59 H 0.3006 -1.9929 1.5304
60 H 1.4295 -0.0492 0.4596
61 H 2.7971 1.4706 1.8921
62 H 2.9760 0.9659 4.3385
63 H 1.7870 -1.0283 5.2232
64 N 4.5609 1.8953 6.2826
65 C 5.2403 1.3459 7.2883
66 C 6.4729 1.8088 7.7228
67 C 7.0342 2.8986 7.0742
68 C 6.3398 3.4819 6.0274
69 C 5.1124 2.9450 5.6760
70 H 4.7700 0.4914 7.7625
71 H 6.9808 1.3234 8.5449
72 H 7.9985 3.2850 7.3781
73 H 6.7414 4.3267 5.4891
74 H 4.5372 3.3718 4.8602
75 N 2.7522 -4.7454 -2.2646
76 C 3.8460 -4.7711 -1.5049
77 C 4.2143 -3.7461 -0.6464
78 C 3.4010 -2.6274 -0.5738
79 C 2.2591 -2.5787 -1.3572
80 C 1.9813 -3.6595 -2.1791
81 H 4.4553 -5.6644 -1.5926
82 H 5.1138 -3.8263 -0.0514
83 H 3.6515 -1.8044 0.0840
84 H 1.5962 -1.7246 -1.3340
85 H 1.0966 -3.6633 -2.8069
86 N 7.5751 3.6009 3.0259
87 C 7.3711 4.5427 2.1061
88 C 6.8305 4.2907 0.8542
89 C 6.4835 2.9869 0.5382
90 C 6.6898 1.9944 1.4829
91 C 7.2353 2.3534 2.7060
92 H 7.6563 5.5493 2.3931
93 H 6.6850 5.0961 0.1476
94 H 6.0585 2.7483 -0.4284
95 H 6.4333 0.9639 1.2785
96 H 7.4085 1.6085 3.4757
97 N -0.0733 -3.8683 -7.8112
98 C 1.0696 -3.1976 -7.6764
99 C 1.9687 -3.4065 -6.6411
100 C 1.6632 -4.3664 -5.6893
101 C 0.4789 -5.0737 -5.8131
102 C -0.3515 -4.7891 -6.8878
103 H 1.2691 -2.4540 -8.4411
104 H 2.8828 -2.8312 -6.5830
105 H 2.3366 -4.5615 -4.8635
106 H 0.2021 -5.8315 -5.0919
107 H -1.2871 -5.3231 -7.0202
108 N -3.1461 -7.0412 -6.0816
109 C -3.3018 -6.6289 -4.8246
110 C -3.3922 -7.4869 -3.7391
111 C -3.3201 -8.8507 -3.9717
112 C -3.1596 -9.2974 -5.2732
113 C -3.0766 -8.3550 -6.2870
114 H -3.3549 -5.5541 -4.6870
115 H -3.5154 -7.0944 -2.7391
116 H -3.3871 -9.5541 -3.1516
117 H -3.0983 -10.3529 -5.4998
118 H -2.9465 -8.6619 -7.3191

Results of the Löwdin charge analysis, in e, for atoms 1 through 99:
1 C -0.0390
2 C -0.2553
3 C -0.0334
4 C -0.0275
5 C -0.1190
6 C -0.3275
7 C -0.0602
8 C -0.0779
9 C -0.1999
10 O -0.0919
11 C -0.0852
12 C -0.1912
13 O 0.1114
14 C -0.5595
15 O 0.1615
16 O 0.0973
17 C -0.1996
18 C -0.1177
19 O -0.1233
20 O -0.0077
21 C 0.0423
22 H 0.0797
23 H 0.0740
24 H 0.0537
25 H 0.1107
26 H 0.1016
27 H 0.1380
28 H 0.0620
29 H 0.0888
30 H 0.0709
31 H 0.0672
32 H 0.0688
33 H 0.0866
34 H 0.1280
35 H 0.1510
36 H 0.1700
37 H 0.1380
38 H 0.1444
39 H 0.1412
40 H 0.1054
41 H 0.1115
42 N 0.0690
43 C -0.1573
44 C -0.0677
45 C -0.0305
46 C -0.1074
47 C -0.0998
48 H 0.1007
49 H 0.0990
50 H 0.0937
51 H -0.0159
52 H 0.1014
53 N 0.0608
54 C -0.1579
55 C -0.0601
56 C -0.0358
57 C -0.1960
58 C -0.1745
59 H 0.1059
60 H 0.0733
61 H 0.1171
62 H 0.1100
63 H 0.1390
64 N 0.0562
65 C -0.1505
66 C -0.0696
67 C -0.0693
68 C -0.0798
69 C -0.1637
70 H 0.1040
71 H 0.1016
72 H 0.1078
73 H 0.0908
74 H 0.0971
75 N 0.0485
76 C -0.1578
77 C -0.0726
78 C -0.0747
79 C -0.0578
80 C -0.1529
81 H 0.1012
82 H 0.0993
83 H 0.0975
84 H 0.0763
85 H 0.1005
86 N 0.0512
87 C -0.1530
88 C -0.0723
89 C -0.0782
90 C -0.0709
91 C -0.1578
92 H 0.1032
93 H 0.1013
94 H 0.1066
95 H 0.1010
96 H 0.1058
97 N 0.0493
98 C -0.1657
99 C -0.0756